{
  "formula": "IY",
  "method": "the ωB97M-V functional and the def2-TZVPD basis",
  "symbols": ["I", "Y"],
  "xyz": [[-22.63317, 22.47654, 21.86408], [-21.30509, 24.35193, 20.01812]],
  "forces_ev_per_a": [[0.0, 0.0, 0.0], [0.0, 0.0, 0.0]],
  "lowdin_spin": [0.97, 0.03],
  "spin_multiplicity": 2,
  "charge": 3,
  "lumo_ev": [-17.96, -19.17],
  "s_squared": 0.754,
  "orbital_gap_ev": [8.1, 6.5]
}

{
  "formula": "IZn",
  "method": "the ωB97M-V functional and the def2-TZVPD basis",
  "symbols": ["I", "Zn"],
  "xyz": [[-0.42241, 0.73269, -1.98529], [0.42240, -0.73269, 1.98529]],
  "forces_ev_per_a": [[0.2, -0.3, 0.8], [-0.2, 0.3, -0.8]],
  "lowdin_charge": [0.29, 0.71],
  "spin_multiplicity": 1,
  "charge": 1,
  "lumo_ev": -10.01,
  "orbital_gap_ev": 4.2
}

Calculated relative energy (zero: lowest compared OMol25 entry of this formula, charge and spin), 0.0; 75.1 kcal per mole (same order as the records).